(1)
C15H40F4Mn2O9P2 as an isolated structure in a non-equilibrium geometry. Source: OMol25; level of theory: ωB97M-V/def2-TZVPD.

Computed properties:
**Orbital gap (spin up / spin down)**: 7.3 / 6.5 eV
**Charge**: +2
**ΔE to the lowest compared entry with this formula, charge and spin**: 227.4 kJ/mol
**Multiplicity**: 11

Geometry (Å):
Mn: -3.44 0.01 0.23
Mn: 1.32 -1.12 -2.25
O: -0.43 -2.11 -1.52
P: -1.76 -2.70 -1.03
O: -2.86 -1.80 -0.47
F: -1.45 -3.68 0.21
F: -2.27 -3.75 -2.21
O: -1.44 0.39 0.72
P: 0.08 0.53 0.51
O: 0.79 0.16 -0.77
F: 0.87 -0.26 1.70
F: 0.28 2.08 0.83
C: -1.12 0.22 -5.73
C: 0.07 0.42 -4.85
C: 0.35 1.92 -4.62
O: -0.17 -0.08 -3.57
H: -0.91 0.76 -6.65
H: -2.07 0.48 -5.27
H: -1.16 -0.85 -5.95
H: 0.94 -0.13 -5.21
H: 0.48 2.38 -5.60
H: 1.25 2.25 -4.11
H: -0.49 2.39 -4.10
H: -0.95 0.34 -3.20
C: -0.42 -5.17 3.62
C: -1.08 -3.79 3.77
C: -0.01 -2.71 3.76
O: -1.91 -3.45 2.68
H: -1.13 -5.98 3.77
H: 0.37 -5.32 4.36
H: 0.12 -5.39 2.70
H: -1.68 -3.74 4.67
H: 0.63 -2.71 4.64
H: -0.39 -1.69 3.78
H: 0.66 -2.83 2.91
H: -1.57 -3.74 1.83
C: 3.02 3.38 -0.95
C: 2.46 4.50 -0.18
C: 1.25 5.12 -0.85
O: 2.15 3.99 1.11
H: 2.38 2.57 -1.32
H: 3.82 2.95 -0.35
H: 3.55 3.75 -1.83
H: 3.20 5.29 -0.08
H: 0.91 5.94 -0.22
H: 0.50 4.35 -1.03
H: 1.54 5.50 -1.83
H: 1.56 3.24 1.01
C: 2.12 -4.56 0.34
C: 2.39 -3.07 0.32
C: 3.67 -2.75 0.97
O: 2.36 -2.65 -1.00
H: 2.34 -4.91 1.35
H: 2.80 -5.07 -0.34
H: 1.08 -4.77 0.07
H: 1.56 -2.66 0.89
H: 4.55 -3.29 0.62
H: 3.62 -2.84 2.06
H: 3.80 -1.68 0.84
H: 2.92 -3.30 -1.43
C: -2.51 3.86 0.91
C: -2.94 2.80 1.87
C: -3.73 3.34 3.10
O: -3.83 1.95 1.11
H: -2.10 4.75 1.39
H: -3.39 4.23 0.37
H: -1.78 3.61 0.14
H: -2.11 2.17 2.19
H: -4.54 4.02 2.82
H: -3.19 3.83 3.91
H: -4.35 2.58 3.57
H: -4.56 2.52 0.87

=====

(2)
A 6-piece molecular cluster, C15H41N9O7 overall in a non-equilibrium geometry. Source: OMol25; level of theory: ωB97M-V/def2-TZVPD.

Computed properties:
**Orbital gap**: 9.1 eV
**Charge**: 0
**Multiplicity**: 1

Geometry (Å):
C: 4.64 -1.00 5.53
C: 3.19 -1.26 5.23
C: 3.13 -1.67 3.78
C: 2.81 -2.56 6.09
C: 2.53 -2.13 7.56
C: 1.52 -0.91 7.59
C: 1.93 0.32 6.77
C: 0.70 1.28 6.70
C: 3.07 1.05 7.47
N: 2.27 -0.14 5.42
O: 2.72 0.91 4.59
H: 5.38 -1.77 5.32
H: 4.97 -0.05 5.12
H: 4.86 -0.82 6.59
H: 3.48 -0.97 3.02
H: 3.71 -2.59 3.66
H: 2.12 -1.79 3.38
H: 1.96 -3.09 5.66
H: 3.73 -3.14 6.17
H: 2.03 -2.95 8.07
H: 3.46 -1.86 8.08
H: 1.54 -0.74 8.67
H: 0.58 -1.36 7.28
H: 0.36 1.56 7.69
H: -0.10 0.75 6.17
H: 0.91 2.16 6.10
H: 3.92 1.20 6.81
H: 3.38 0.55 8.38
H: 2.77 2.02 7.86
H: 2.03 0.98 3.93
N: -1.38 3.45 -3.01
C: -1.27 2.27 -2.42
N: -0.85 1.34 -3.19
O: -1.60 2.06 -1.21
H: -1.81 4.21 -2.51
H: -0.96 3.64 -3.91
H: -0.90 0.41 -2.81
H: -1.06 1.43 -4.18
N: -7.13 7.02 -1.61
C: -6.25 7.41 -2.49
N: -5.26 8.07 -1.96
O: -6.34 7.18 -3.65
H: -8.00 6.74 -2.04
H: -7.03 7.37 -0.66
H: -4.85 8.73 -2.60
H: -5.07 8.10 -0.97
N: -3.69 -3.32 1.14
C: -3.43 -4.35 0.40
N: -3.71 -5.48 0.93
O: -2.93 -4.31 -0.70
H: -3.43 -2.39 0.83
H: -4.13 -3.47 2.03
H: -3.62 -6.33 0.39
H: -4.22 -5.47 1.80
N: 2.40 4.45 -10.76
C: 2.36 3.72 -9.66
N: 3.51 3.07 -9.60
O: 1.40 3.69 -8.87
H: 1.61 5.06 -10.93
H: 3.03 4.31 -11.54
H: 4.18 3.07 -10.35
H: 3.66 2.39 -8.87
O: 0.02 -4.91 -6.26
C: -1.04 -4.72 -7.25
C: -1.63 -6.08 -7.76
O: -2.20 -6.78 -6.69
H: -0.43 -4.96 -5.42
H: -1.85 -4.11 -6.85
H: -0.63 -4.17 -8.10
H: -0.71 -6.61 -8.02
H: -2.40 -5.99 -8.52
H: -1.98 -7.70 -6.85

=====

Number 1: electronic energy -126714.2478 eV. Number 2: electronic energy -43962.8510 eV.